(1)
Density functional theory data (the ωB97M-V functional and the def2-TZVPD basis) for 14 unconnected molecules or ions with the total composition C52H75FO42.

ORCA input file:
```
! wB97M-V def2-TZVPD RIJCOSX def2/J DEFGRID3
* xyz 0 1
H -18.856 -3.997 -1.208
H -17.993 -3.903 -4.128
H -15.151 -1.807 2.125
C -14.606 -1.825 -3.348
H -14.465 -8.170 -2.203
H -23.929 -1.913 -4.076
C -16.231 -2.893 4.824
O -16.538 -6.344 -0.310
O -12.845 -1.224 0.356
H -24.131 -6.323 -4.785
H -21.698 -4.337 1.483
O -13.687 -1.025 -3.920
C -15.032 -1.564 1.069
H -11.545 -0.642 -5.793
H -16.809 -10.319 -3.667
C -21.302 -5.858 -1.114
C -18.143 0.502 0.429
C -18.969 -7.266 1.981
H -22.472 -5.003 -6.308
C -19.972 1.096 -3.928
O -16.794 -0.007 -5.412
H -20.585 -5.969 -4.133
C -17.930 -9.597 -5.359
H -19.945 1.687 -4.850
H -18.183 -7.388 -1.155
O -17.867 0.024 1.669
H -19.265 -5.246 -8.982
H -18.801 -3.103 5.006
H -18.130 -8.762 0.747
H -23.676 -4.574 0.208
H -18.110 -2.010 -0.854
H -15.745 1.420 -6.514
C -17.535 -9.530 -3.866
H -21.028 -3.226 0.296
C -17.013 -4.030 4.174
C -21.102 1.482 -2.989
H -23.046 -3.429 -1.055
C -17.879 -6.828 -0.271
H -23.397 -4.883 -4.048
H -24.933 -2.173 -2.625
C -18.908 0.212 3.838
H -13.988 -0.499 -5.881
H -12.014 -2.142 -6.592
C -14.423 -2.595 -5.472
C -20.764 -5.546 -5.127
H -18.712 1.281 3.945
O -14.825 -6.210 1.128
H -19.989 -7.526 1.688
C -13.787 -2.305 0.540
C -13.305 -6.321 -1.766
H -11.633 -2.119 -4.844
H -18.978 -6.173 2.018
H -19.379 -1.223 2.354
O -17.276 -8.478 -5.949
O -24.524 1.831 -4.078
C -24.771 0.678 -4.011
H -14.782 -6.180 -3.407
H -13.958 -2.829 -0.397
H -17.258 1.974 -5.731
H -21.041 0.038 1.463
H -15.912 -1.787 0.471
H -17.037 0.503 -8.346
H -13.792 -4.739 -3.130
O -18.148 -1.769 -5.195
H -17.935 -4.060 -6.759
H -16.815 -4.129 -2.774
O -20.741 -6.595 -1.868
H -19.073 -4.744 4.504
H -17.546 -10.543 -5.738
H -16.589 -2.809 5.855
C -21.561 -4.171 0.417
C -20.647 -2.321 -2.578
O -15.016 -2.780 -4.202
H -15.194 -2.453 -6.229
H -18.742 -6.781 -8.355
O -22.548 -5.399 -1.304
C -17.906 -7.720 0.975
O -20.066 -3.495 -2.800
H -17.759 -1.588 -2.522
C -25.865 -1.257 -4.428
O -17.335 0.728 -0.402
H -12.214 -3.597 1.127
C -23.199 -5.886 -4.438
O -16.313 -5.706 -11.637
H -18.034 -0.300 4.241
H -13.976 -8.133 -0.618
C -18.494 -2.061 -1.870
H -21.332 0.658 -2.307
C -19.077 -0.174 2.391
H -16.695 -4.960 4.641
C -22.846 -4.299 -0.438
O -21.794 -2.058 -2.822
O -10.418 -7.914 -2.780
H -19.457 -8.874 -3.284
H -13.819 -3.447 -5.787
H -25.940 -1.995 -5.218
H -16.448 -1.946 4.330
O -16.946 -8.225 -3.749
H -20.298 1.614 1.905
C -18.750 -9.645 -2.975
O -14.722 -0.182 0.919
H -19.212 -10.622 -3.136
O -18.909 -3.415 2.931
C -13.549 -1.321 -5.317
C -13.611 -7.827 -1.604
C -14.274 -5.588 -2.647
O -18.407 3.289 -1.929
C -19.174 2.511 -2.381
C -18.429 -5.954 -8.989
O -20.700 -5.164 -0.145
O -20.506 2.525 -2.201
O -25.559 0.009 -4.912
C -16.818 -5.703 -10.563
C -17.214 -5.235 -8.340
H -13.841 -4.094 1.655
H -20.336 -4.550 -5.103
O -12.003 -6.380 -2.392
C -20.840 -7.371 -6.492
O -18.813 1.459 -3.183
O -22.121 -7.055 -6.231
O -12.426 -8.515 -1.964
H -19.777 -0.055 4.438
H -15.094 -5.177 -2.055
C -15.898 -6.624 0.840
C -18.745 -3.557 -2.199
C -12.097 -1.573 -5.666
O -12.928 1.018 0.323
H -20.040 0.036 -4.163
O -17.966 -6.344 -10.262
H -18.227 -3.282 -8.305
C -18.536 -3.831 4.238
C -20.113 0.594 1.564
H -18.517 -5.949 -0.238
H -16.604 -3.296 -7.605
H -15.165 -3.098 4.823
O -16.642 -7.478 1.582
H -18.530 -9.560 -1.912
C -11.504 -7.629 -2.397
H -18.766 -7.680 2.967
H -18.069 -5.364 -3.113
C -17.886 -3.721 2.091
O -18.002 -3.763 0.905
H -13.005 -2.792 2.529
O -20.033 -6.413 -6.004
O -19.483 0.668 0.276
C -17.829 -4.300 -3.129
C -16.836 -7.663 -4.977
O -16.315 -5.082 -9.484
O -19.783 -1.461 -2.018
O -18.281 -0.436 -7.005
H -13.210 -5.889 -0.771
C -17.507 -3.886 -7.753
O -20.443 -8.283 -7.143
O -24.315 -0.186 -3.087
O -16.764 -3.977 2.757
H -22.056 1.768 -3.427
F -27.068 -1.191 -3.764
O -15.084 -1.627 -2.278
C -13.154 -3.251 1.553
C -24.716 -1.495 -3.439
C -17.773 -0.841 -5.836
H -19.007 -9.552 -5.505
H -18.372 1.482 -7.735
H -16.675 -5.921 -7.691
C -22.221 -5.773 -5.575
C -13.450 -0.033 0.504
H -22.710 -6.419 -3.628
O -16.378 -6.577 -5.152
C -16.755 1.144 -6.230
C -17.611 0.760 -7.454
*
```

Output
Highest occupied orbital energy = -10.08 eV
Lowest unoccupied orbital energy = -0.38 eV
M = 1391.13 u
Gap between HOMO and LUMO = 9.70 eV
Energy = -143857.29555 eV

***

(2)
Density functional theory data (the ωB97M-V functional and the def2-TZVPD basis) for a gas-phase ion, C5H15N4 (charge +1).

ORCA input file:
```
! wB97M-V def2-TZVPD RIJCOSX def2/J DEFGRID3
* xyz 1 1
N -1.307 -1.458 0.886
H -1.202 -1.004 1.726
H -2.911 1.363 0.122
H 1.150 -0.384 -2.309
H -1.596 2.492 0.309
C 1.617 0.217 1.745
C 0.416 1.363 -0.123
H 0.616 1.683 -1.180
H 2.450 -0.667 1.794
H 0.594 2.110 0.604
H -1.257 -1.133 -1.181
N 1.329 0.292 0.308
H 0.564 -2.006 -1.906
H 0.618 -0.104 2.289
C -2.000 1.690 -0.277
H -2.225 -1.701 0.777
H 0.849 -1.765 0.464
C -0.840 -0.649 -0.241
H -2.181 2.085 -1.249
N 0.794 -0.949 -0.267
H 1.991 1.074 2.232
N -0.892 0.740 -0.004
C 1.264 -1.242 -1.565
H 2.340 -1.763 -1.611
*
```

Output
Highest occupied orbital energy = -13.06 eV
Lowest unoccupied orbital energy = -2.60 eV
M = 131.20 u
SMILES = CN1CN(C)[N@H+](C)[C@H]1N
Gap between HOMO and LUMO = 10.46 eV
Energy = -11379.19694 eV

***

(3)
Density functional theory data (the ωB97M-V functional and the def2-TZVPD basis) for 2 unconnected molecules or ions with the total composition C3H6O.

ORCA input file:
```
! wB97M-V def2-TZVPD RIJCOSX def2/J DEFGRID3
* xyz 0 1
H 1.636 0.157 1.145
C 1.558 0.349 0.144
C 0.962 -0.862 -0.450
H 1.229 -0.859 -1.495
H 0.838 1.191 0.072
O 0.152 -1.536 0.131
C -2.958 0.135 -0.101
H -3.308 1.192 0.193
H 2.508 0.696 -0.436
H -2.617 -0.462 0.797
*
```

Output
Highest occupied orbital energy (spin up / spin down) = -9.52 / -9.52 eV
Lowest unoccupied orbital energy (spin up / spin down) = -0.70 / -0.69 eV
M = 58.08 u
Gap between HOMO and LUMO (spin up / spin down) = 8.82 / 8.84 eV
Energy = -5249.99654 eV

***

(4)
Density functional theory data (the ωB97M-V functional and the def2-TZVPD basis) for a molecular structure, C28H43AsN10O2SSi2Sn.

ORCA input file:
```
! wB97M-V def2-TZVPD RIJCOSX def2/J DEFGRID3
* xyz 0 1
C -9.737 -19.985 8.639
C -9.323 -16.623 10.007
C -16.068 -16.296 8.091
H -14.709 -17.478 3.373
N -15.533 -15.752 4.044
H -8.912 -15.881 10.645
H -16.556 -15.653 3.814
N -10.714 -17.644 8.544
C -17.785 -11.838 7.379
H -13.877 -22.519 8.512
H -12.254 -20.142 -0.581
N -14.310 -20.666 6.624
H -7.506 -18.909 2.342
H -9.139 -20.546 9.377
C -15.201 -21.637 6.971
N -14.928 -16.864 7.670
H -8.784 -18.808 1.138
N -16.452 -11.787 7.452
C -13.516 -20.219 2.737
Sn -13.001 -17.108 5.518
H -14.335 -20.714 2.108
C -9.797 -20.035 4.079
C -16.711 -16.738 9.293
H -18.184 -16.328 10.883
C -10.354 -16.468 9.126
H -13.927 -19.737 3.608
H -18.258 -11.058 6.812
H -13.125 -17.763 8.305
H -14.159 -16.846 0.585
C -16.447 -21.696 6.190
N -13.121 -20.736 7.299
S -13.535 -14.508 5.288
H -11.018 -18.712 -0.195
Si -12.778 -18.878 1.605
N -14.919 -17.044 4.281
N -8.957 -17.979 9.812
H -16.563 -18.227 10.926
H -10.075 -20.795 3.296
H -19.531 -14.917 9.303
C -15.850 -12.663 8.263
H -16.534 -13.482 3.837
Si -9.604 -18.265 3.459
C -8.384 -18.296 2.015
C -15.777 -23.537 8.196
C -17.828 -15.999 9.864
H -7.953 -17.320 1.746
H -15.753 -12.781 5.249
C -17.247 -22.797 6.409
C -11.647 -19.577 0.184
H -15.177 -18.272 1.304
H -14.777 -12.533 8.310
N -16.402 -13.583 9.043
H -12.815 -21.010 3.115
C -8.826 -17.160 4.824
C -14.308 -17.978 0.685
H -10.977 -20.295 0.730
H -14.159 -18.808 10.368
C -16.065 -17.774 10.025
O -12.287 -19.929 6.810
H -18.092 -22.950 5.679
H -16.416 -15.470 7.452
C -16.901 -23.740 7.411
H -9.196 -20.008 7.651
H -10.989 -15.619 8.950
C -14.837 -22.561 7.961
C -15.099 -14.610 4.707
C -14.753 -18.156 9.729
H -10.750 -20.377 8.427
H -10.489 -20.212 4.936
C -18.462 -12.819 8.053
C -18.434 -14.887 9.375
H -8.780 -20.292 4.468
N -15.993 -13.594 4.671
O -14.498 -19.717 5.780
H -16.632 -21.059 5.294
H -8.576 -16.077 4.516
H -17.475 -24.672 7.515
H -8.081 -18.364 9.990
C -17.730 -13.796 8.803
H -9.097 -17.265 5.844
H -15.648 -17.599 4.731
H -7.822 -17.633 4.924
H -19.546 -13.019 8.022
C -14.214 -17.632 8.522
H -15.609 -24.262 8.965
C -9.867 -18.569 8.969
As -11.706 -17.210 2.869
H -14.428 -18.341 -0.386
*
```

Output
Highest occupied orbital energy = -6.20 eV
Lowest unoccupied orbital energy = -1.40 eV
M = 833.59 u
Gap between HOMO and LUMO = 4.80 eV
Energy = -141984.20587 eV

***

(5)
Density functional theory data (the ωB97M-V functional and the def2-TZVPD basis) for 3 unconnected molecules or ions with the total composition C44H43BCl2NO10S.

ORCA input file:
```
! wB97M-V def2-TZVPD RIJCOSX def2/J DEFGRID3
* xyz 1 1
C 3.679 -3.350 -1.455
O 1.449 2.267 6.936
C -3.462 0.975 -8.145
H 0.386 0.100 -3.249
C 3.623 5.896 4.740
C 4.129 5.433 7.129
Cl 2.373 -4.291 -3.640
H 1.606 4.284 2.552
C 0.076 -2.587 -1.134
C 1.879 3.740 4.605
C -0.811 0.546 -1.528
H -0.152 4.133 -8.784
H 2.329 -1.856 -2.166
H 0.372 -2.245 -3.214
C 3.892 4.551 8.309
O 1.348 -3.594 4.691
H 3.156 6.207 2.674
S 0.685 1.925 0.329
C 0.256 -0.295 -2.241
O -0.877 -3.161 3.969
C 2.981 5.598 3.551
C 3.402 5.111 5.866
H 3.297 2.338 11.413
C -0.679 3.499 -8.084
O -2.261 -3.042 -1.042
O -3.747 0.940 -9.321
C 2.770 2.698 9.371
C -0.348 3.530 -6.733
H -1.445 1.009 0.525
H -2.512 -5.117 -1.012
H -4.989 -3.367 -1.228
H -3.168 -4.264 -2.399
C 4.377 4.003 10.595
C -4.423 -4.119 -0.676
N 0.335 -4.005 1.236
B 0.327 -3.757 3.794
C -2.366 1.850 -7.639
C -4.412 -3.768 0.807
C -0.556 0.707 -0.025
H -0.192 -0.230 0.401
H 2.168 -3.245 4.329
H 1.291 -5.381 2.530
C -0.141 -1.774 -2.374
O 1.611 1.990 -0.756
H 1.193 2.902 4.577
H -0.794 1.539 -1.978
C -1.685 2.661 -8.536
C 2.598 -2.264 -1.197
H -0.852 -2.563 4.728
Cl 2.895 -3.561 1.496
H -5.373 -3.378 1.133
H -5.538 -0.620 -8.629
O 1.443 1.240 1.552
C 0.420 -4.735 2.520
O -2.395 0.975 -4.134
C 2.984 3.490 8.249
H -0.768 2.732 -4.784
H -4.921 -5.076 -0.835
H 2.060 1.886 9.314
C 3.869 -3.611 -2.937
H -1.202 -1.793 -2.611
H -3.664 -3.005 1.029
C 2.245 3.182 6.995
C -3.050 -4.215 -1.315
H 4.302 6.735 4.810
C -1.017 2.715 -5.836
H -1.708 -4.354 1.157
H 4.138 -2.718 -3.495
H 4.643 -4.357 -3.100
C -5.956 -1.427 -6.680
H 5.291 5.622 9.515
H -4.236 -0.659 -3.860
C 1.338 -2.772 -0.550
H 4.626 -3.038 -1.014
H 1.264 1.754 2.355
C 3.465 2.955 10.540
H -0.458 -5.380 2.547
H 3.373 -4.297 -1.008
C -4.202 0.144 -7.149
C -5.585 -1.443 -5.339
H -1.814 0.162 -1.707
H 4.922 4.198 11.509
C 2.522 4.031 5.800
H -4.176 -4.644 1.417
C -2.724 0.994 -5.305
C -3.837 0.139 -5.802
C -0.872 -3.895 0.653
C -2.026 1.870 -6.284
C -4.529 -0.663 -4.901
C 1.415 -3.450 0.646
H -6.788 -2.030 -7.019
H 2.993 -1.459 -0.575
O 0.069 3.127 0.809
C -5.264 -0.639 -7.583
C 2.112 4.514 3.482
H 1.206 -0.147 -1.737
O 4.888 6.374 7.190
H -6.128 -2.061 -4.637
C -1.034 -3.195 -0.516
H 0.432 4.191 -6.382
C 4.588 4.801 9.484
H -1.954 2.631 -9.582
*
```

Output
Highest occupied orbital energy = -11.19 eV
Lowest unoccupied orbital energy = -3.61 eV
M = 859.61 u
Gap between HOMO and LUMO = 7.58 eV
Energy = -104845.54469 eV

***

(6)
Density functional theory data (the ωB97M-V functional and the def2-TZVPD basis) for C3H7NOS2 in the gas phase.

ORCA input file:
```
! wB97M-V def2-TZVPD RIJCOSX def2/J DEFGRID3
* xyz 0 1
C 0.930 -1.162 -0.139
H -1.081 2.907 1.871
H 1.966 -0.978 0.166
S -1.572 2.355 0.741
H -0.138 -2.778 1.111
C 0.577 -2.585 0.285
S -0.022 1.510 -0.289
H -0.985 -0.509 0.304
C 0.039 -0.122 0.490
H -0.059 -0.168 1.575
N 0.903 -1.075 -1.564
H -0.034 -1.185 -1.926
O 1.077 -3.537 -0.257
H 1.597 -1.676 -1.981
*
```

Output
Highest occupied orbital energy = -9.21 eV
Lowest unoccupied orbital energy = 0.49 eV
M = 137.23 u
SMILES = N[C@H](C=O)CSS
Gap between HOMO and LUMO = 9.71 eV
Energy = -28431.69602 eV